Here is C3H6N2O in the gas phase from the OMol25 dataset. Energies are from the ωB97M-V functional and the def2-TZVPD basis.

Atoms and positions in Å:
H -2.572 2.229 -0.074
N -1.773 1.827 -0.561
C -1.627 0.636 -0.209
O -0.621 -0.140 -0.789
C 0.420 -0.227 0.080
C 1.532 -1.125 -0.387
N 0.305 0.433 1.156
H 1.107 0.376 1.765
H -2.210 0.068 0.519
H 1.776 -0.953 -1.438
H 2.423 -0.950 0.220
H 1.241 -2.175 -0.280

SMILES	[H]/N=C/O/C(C)=N/[H]
energy relative to the best compared isomer or geometry (same formula, charge and spin)	34.79	kcal per mole
E_tot	-302.63765	Eh
Kohn-Sham gap	11.143	eV

---

Here is a molecular structure, C4H7N5O at a distorted geometry from the OMol25 dataset. Energies are from the ωB97M-V functional and the def2-TZVPD basis.

Atoms and positions in Å:
C 0.449 0.014 -2.943
C -0.028 -0.285 -0.581
C 0.007 1.558 2.232
C -0.297 -0.404 1.820
H 0.946 0.613 -3.583
H -0.421 -0.172 -3.148
H 1.142 -0.800 -2.722
H 0.263 1.423 -1.469
H 0.185 2.469 2.769
H -0.833 -1.985 2.651
H -0.866 -1.978 0.971
N 0.465 0.520 -1.586
N -0.011 0.241 0.699
N 0.241 1.593 0.988
N -0.238 0.375 2.892
N -0.585 -1.728 1.865
O -0.418 -1.455 -0.856

energy relative to the best compared isomer or geometry (same formula, charge and spin)	35.55	kcal per mole
E_tot	-505.59039	Eh
Kohn-Sham gap	10.164	eV

---

Here is 6 unconnected molecules or ions with the total composition C9H28IN2O9 at a distorted geometry from the OMol25 dataset. Energies are from the ωB97M-V functional and the def2-TZVPD basis.

Atoms and positions in Å:
I 9.789 -15.206 36.994
C 13.259 -19.681 37.777
C 14.595 -20.094 37.164
O 14.554 -21.270 36.486
O 12.118 -19.919 36.926
H 13.344 -18.627 38.043
H 13.192 -20.062 38.796
H 15.435 -20.107 37.858
H 14.946 -19.312 36.491
H 14.012 -21.031 35.730
H 11.690 -19.085 36.721
C 5.622 -12.431 41.765
C 6.642 -13.472 41.274
O 7.760 -12.893 40.706
O 4.287 -12.982 41.852
H 5.664 -11.737 40.926
H 5.984 -12.019 42.707
H 6.206 -13.995 40.422
H 6.912 -14.258 41.979
H 8.226 -13.538 40.169
H 3.672 -12.330 41.509
C 6.737 -18.619 34.817
C 5.811 -18.872 36.055
O 6.320 -18.162 37.217
O 6.717 -17.311 34.411
H 6.319 -19.098 33.931
H 7.704 -19.046 35.083
H 5.770 -19.909 36.389
H 4.775 -18.579 35.884
H 6.981 -17.495 37.019
H 7.078 -16.743 35.095
C 10.928 -17.147 31.552
C 10.599 -15.698 31.625
O 11.542 -14.934 32.305
O 11.798 -17.371 30.481
H 10.032 -17.736 31.356
H 11.197 -17.573 32.519
H 9.693 -15.502 32.198
H 10.359 -15.266 30.653
H 11.428 -15.170 33.229
H 12.119 -18.275 30.454
C 13.171 -16.428 41.640
O 12.646 -17.507 41.542
N 12.799 -15.370 40.937
N 14.172 -16.161 42.539
H 12.015 -15.645 40.363
H 13.254 -14.471 41.004
H 14.201 -15.205 42.863
H 14.304 -16.977 43.119

energy relative to the best compared isomer or geometry (same formula, charge and spin)	49.89	kcal per mole
net charge	-1
E_tot	-1444.09355	Eh
Kohn-Sham gap	7.098	eV

---

Here is C21H22N2O2S in the gas phase at a distorted geometry from the OMol25 dataset. Energies are from the ωB97M-V functional and the def2-TZVPD basis.

Atoms and positions in Å:
C 1.270 5.439 1.354
C 1.585 4.262 2.227
C 2.596 4.344 3.175
C 2.903 3.269 3.988
C 2.198 2.087 3.854
C 1.187 1.984 2.916
C 0.870 3.066 2.101
N -0.157 3.026 1.114
C 0.311 2.655 -0.204
C 0.284 1.137 -0.417
N -1.043 0.602 -0.151
S -1.008 -0.861 0.676
O -0.009 -0.865 1.713
O -2.356 -1.180 1.043
C -0.475 -1.935 -0.647
C 0.833 -2.433 -0.656
C 1.241 -3.229 -1.691
C 0.358 -3.551 -2.744
C 0.750 -4.372 -3.823
C -0.126 -4.673 -4.827
C -1.437 -4.169 -4.802
C -1.850 -3.370 -3.773
C -0.969 -3.041 -2.721
C -1.361 -2.221 -1.642
C -2.001 1.565 0.355
C -1.417 2.394 1.497
H 1.465 6.369 1.884
H 0.228 5.406 1.047
H 1.889 5.427 0.457
H 3.145 5.270 3.278
H 3.691 3.354 4.722
H 2.437 1.236 4.475
H 0.668 1.043 2.805
H -0.316 3.143 -0.958
H 1.333 3.015 -0.326
H 1.000 0.666 0.266
H 0.565 0.885 -1.448
H 1.482 -2.181 0.167
H 2.246 -3.625 -1.715
H 1.759 -4.759 -3.839
H 0.182 -5.303 -5.648
H -2.115 -4.419 -5.604
H -2.856 -2.980 -3.745
H -2.362 -1.823 -1.588
H -2.858 0.990 0.708
H -2.324 2.204 -0.472
H -2.128 3.185 1.774
H -1.287 1.741 2.366

SMILES	Cc1ccccc1N1CCN(S(=O)(=O)c2ccc3ccccc3c2)CC1
energy relative to the best compared isomer or geometry (same formula, charge and spin)	25.89	kcal per mole
E_tot	-1471.59622	Eh
Kohn-Sham gap	8.151	eV

---

Here is a gas-phase ion, CH2N5O (charge -1) at a distorted geometry from the OMol25 dataset. Energies are from the ωB97M-V functional and the def2-TZVPD basis.

Atoms and positions in Å:
O -0.317 1.362 1.795
N 0.525 0.850 0.969
N -0.251 -0.013 -0.203
C 0.138 -0.743 -1.304
N -0.688 -1.730 -1.517
N -1.516 -1.677 -0.490
N -1.342 -0.665 0.249
H 0.949 1.628 0.463
H 0.976 -0.678 -1.959

SMILES	[O-]Nn1cnnn1
energy relative to the best compared isomer or geometry (same formula, charge and spin)	64.96	kcal per mole
net charge	-1
E_tot	-388.21187	Eh
Kohn-Sham gap	7.087	eV

---

Here is a molecular structure, C2H8BaClO2 at a distorted geometry from the OMol25 dataset. Energies are from the ωB97M-V functional and the def2-TZVPD basis.

Atoms and positions in Å:
Ba -17.307 -9.058 17.710
Cl -15.254 -8.668 18.389
C -16.438 -6.541 20.097
O -15.291 -6.335 19.256
H -16.757 -7.580 20.015
H -16.306 -6.319 21.156
H -17.253 -5.892 19.778
H -15.117 -7.102 18.705
C -13.349 -11.316 18.283
O -14.597 -11.134 18.938
H -13.142 -12.386 18.293
H -13.292 -10.952 17.257
H -12.510 -10.948 18.873
H -14.796 -10.195 18.943

net charge	+1
E_tot	-716.81075	Eh
Kohn-Sham gap	8.712	eV